[1]
14
Properties=species:S:1:pos:R:3:forces:R:3 method="wB97M-V/def2-TZVPD" total_charge=0 largest_force_ha_per_bohr=0.0500 multiplicity=1 e_above_lowest_kcal_mol=66.05 orbital_gap_ha=0.3559 e_homo_ev=-9.4463
C 0.8540 0.4974 -1.5028 0.047 -0.032 0.076
C -0.2758 -0.1544 -0.7152 -0.016 -0.193 -0.093
C 0.0840 -1.1194 0.4085 -0.760 -1.285 -0.462
N -0.7331 -1.0556 1.3675 0.662 -0.777 0.194
C -0.7234 0.9008 1.2207 1.198 2.273 0.049
O -1.3352 1.4601 2.0858 -0.073 -0.236 -0.415
O -1.1317 0.7941 -0.1050 -0.252 -0.020 0.057
H 1.4914 1.1070 -0.8562 -0.056 -0.086 -0.079
H 0.4167 1.1519 -2.2643 0.080 -0.133 0.168
H 1.4712 -0.2516 -2.0120 -0.092 0.073 0.123
H -0.8953 -0.7597 -1.3865 0.019 0.133 -0.144
H 0.4131 0.7684 1.2113 -1.006 1.013 0.570
H 0.9006 -1.8296 0.3017 0.176 -0.010 0.010
H -0.5365 -1.5095 2.2466 0.074 -0.720 -0.054

---

[2]
13
Properties=species:S:1:pos:R:3:forces:R:3 method="wB97M-V/def2-TZVPD" total_charge=0 largest_force_ha_per_bohr=0.0111 multiplicity=1 e_above_lowest_kcal_mol=58.08 smiles="C#C[C@H](C=O)CO" orbital_gap_ha=0.3932 e_homo_ev=-9.9959
C 2.4890 -0.7989 -0.1487 -0.449 0.116 -0.136
C 1.3617 -0.4429 -0.3750 0.469 -0.155 0.055
C -0.0167 0.0200 -0.5681 -0.009 -0.015 0.015
C -0.0520 1.4978 -0.1821 0.006 0.156 0.413
O -0.2449 1.8777 0.9481 0.072 -0.142 -0.546
C -1.0150 -0.7971 0.2951 0.190 -0.247 -0.025
O -2.1830 -0.0753 0.5874 -0.038 0.099 0.137
H 3.4876 -1.1240 0.0411 -0.147 0.051 -0.030
H -0.2711 -0.0620 -1.6324 -0.031 0.061 0.154
H 0.1161 2.2170 -1.0057 0.078 -0.024 0.091
H -0.5045 -1.1367 1.2037 -0.073 0.085 -0.071
H -1.3230 -1.6818 -0.2683 0.112 0.084 0.072
H -1.9238 0.6091 1.2217 -0.180 -0.067 -0.128

---

[3]
50
Properties=species:S:1:pos:R:3:forces:R:3 method="wB97M-V/def2-TZVPD" total_charge=+2 largest_force_ha_per_bohr=0.0146 multiplicity=2 orbital_gap_ha="0.3373 / 0.4127" e_homo_ev="-16.1811 / -17.7417"
Ti -0.0038 -0.1050 -0.1233 0.046 0.364 0.658
C -1.5384 -2.6100 0.4921 0.080 0.018 -0.004
C -2.3554 -1.5942 1.2987 0.045 0.011 0.015
O -1.5279 -0.4153 1.4017 -0.164 -0.068 -0.059
C -2.1637 0.7016 2.0510 0.037 -0.057 -0.021
C -1.0640 1.7246 2.1907 0.065 0.009 -0.032
O -0.2623 1.6983 0.9765 -0.089 0.109 0.058
C -0.1543 2.9643 0.2701 0.017 -0.049 0.017
C 1.0789 2.8371 -0.5859 0.028 -0.107 0.035
O 1.0854 1.4724 -1.0574 -0.120 0.203 -0.286
C 1.8700 1.2493 -2.2495 -0.029 -0.016 0.053
C 1.5974 -0.1890 -2.6230 0.006 -0.221 0.123
O 1.4734 -0.9531 -1.3914 0.047 -0.004 -0.049
C 2.6907 -1.4017 -0.7532 -0.038 -0.044 -0.136
C 2.9009 -0.5991 0.5157 -0.042 -0.018 0.036
O 1.6259 -0.4520 1.1927 0.019 -0.088 -0.054
C 1.3071 -1.4186 2.2242 0.068 -0.025 -0.108
C 0.6759 -2.6349 1.5716 -0.016 0.006 -0.033
O -0.1507 -2.1742 0.4750 -0.082 -0.163 -0.016
H -1.8493 -2.6435 -0.5461 -0.012 -0.001 0.001
H -1.5875 -3.6107 0.9141 -0.039 -0.007 -0.013
H -2.5797 -1.9368 2.3094 0.003 -0.001 0.005
H -3.2801 -1.3446 0.7768 -0.021 -0.021 0.028
H -2.5234 0.3889 3.0328 -0.015 0.021 0.002
H -2.9957 1.0482 1.4425 0.001 0.011 -0.001
H -0.3879 1.4890 3.0119 -0.009 -0.005 0.006
H -1.4699 2.7231 2.3373 -0.013 -0.005 0.011
H -0.0401 3.7675 0.9958 -0.001 0.017 -0.015
H -1.0561 3.1049 -0.3223 0.003 0.015 -0.003
H 1.9969 3.0070 -0.0207 0.000 0.019 -0.005
H 1.0319 3.5155 -1.4368 0.000 0.028 0.015
H 2.9182 1.4464 -2.0132 0.004 -0.006 -0.004
H 1.5359 1.9235 -3.0381 0.017 -0.001 -0.011
H 2.3790 -0.6352 -3.2344 -0.005 0.090 -0.074
H 0.6355 -0.2975 -3.1165 0.019 0.020 -0.042
H 3.5299 -1.2901 -1.4395 0.029 0.012 0.037
H 2.5516 -2.4622 -0.5535 0.029 0.000 0.011
H 3.2416 0.4139 0.3108 -0.001 -0.005 -0.014
H 3.6128 -1.0832 1.1833 0.032 0.014 -0.022
H 0.6156 -0.9105 2.8906 -0.011 -0.021 0.003
H 2.2127 -1.6747 2.7723 -0.027 -0.016 0.039
H 0.0724 -3.1883 2.2899 0.008 0.015 0.022
H 1.4171 -3.3143 1.1529 0.002 -0.006 0.015
F -1.2145 -0.6812 -1.5810 0.073 -0.016 -0.082
As -2.5631 0.5641 -2.3234 0.037 -0.117 -0.028
F -3.6736 1.7167 -2.8148 -0.001 0.008 0.031
F -2.3551 1.2158 -0.6940 -0.006 0.084 -0.149
F -3.6877 -0.5411 -1.6755 0.055 0.024 0.034
F -1.1695 1.5083 -2.7344 -0.013 -0.021 -0.008
F -2.4030 -0.3197 -3.7524 -0.012 0.013 0.016

---

[4]
17
Properties=species:S:1:pos:R:3:forces:R:3 method="wB97M-V/def2-TZVPD" total_charge=0 largest_force_ha_per_bohr=0.1537 multiplicity=1 smiles="N#Cc1nc2ccccc2c(=O)o1" orbital_gap_ha=0.3453 e_homo_ev=-10.1023
N -1.4576 3.8818 -2.5454 -0.955 3.683 -2.224
C -1.0530 3.0348 -1.9385 -0.413 -5.095 2.639
C -0.9861 1.6480 -1.3072 -3.398 5.400 0.633
N -0.0079 1.0373 -1.6000 4.961 -5.228 -0.475
C 0.2416 -0.1318 -0.7571 -3.281 4.003 1.758
C 1.2090 -0.9808 -0.9461 4.270 -3.316 0.488
C 1.6150 -1.8532 0.2543 4.274 0.806 -6.599
C 0.9856 -1.8935 1.4360 1.546 -0.656 0.910
C -0.0533 -0.9509 1.6024 1.082 1.212 3.062
C -0.3762 -0.0240 0.5554 -1.504 -2.004 3.214
C -1.7009 0.7651 0.8549 1.312 -2.487 -1.827
O -2.5034 0.5954 1.7355 1.632 1.385 -2.090
O -1.9763 1.3762 -0.4381 -1.438 0.856 1.642
H 1.8696 -0.8909 -1.9164 -1.412 -0.507 2.225
H 2.8079 -2.2546 -0.0989 -3.923 0.442 1.872
H 1.5571 -2.5217 2.2321 -1.801 1.336 -1.058
H -0.1710 -0.8371 2.8771 -0.953 0.170 -4.168